# 1
Here is C12H22ClCuF4N6O8S4 as an isolated structure from the Open Molecules 2025 dataset. Energies are from wB97M-V/def2-TZVPD.

- highest occupied orbital energy (eV) = -8.24
- max |F| (eV Å⁻¹) = 12.27

Structure (ORCA input):
```
! wB97M-V def2-TZVPD RIJCOSX def2/J DEFGRID3
* xyz 0 1
Cu -0.836 -1.950 -1.145
C -0.160 3.305 0.297
C -0.893 2.501 1.349
N -2.253 2.109 0.965
C -3.420 2.689 1.404
C -4.515 2.123 0.690
N -4.006 1.247 -0.200
C -2.657 1.270 -0.098
C -4.799 0.262 -1.148
H -0.948 3.958 -0.079
H 0.182 2.726 -0.561
H 0.728 3.848 0.621
H -0.990 3.276 2.109
H -0.207 1.708 1.646
H -3.371 3.482 2.136
H -5.579 2.287 0.775
H -2.090 0.469 -0.548
H -4.185 -0.633 -1.255
H -5.028 0.734 -2.103
H -5.722 -0.018 -0.639
C 7.274 0.491 0.732
C 6.464 -0.485 1.487
N 5.100 -0.716 1.043
C 4.391 -1.850 1.403
C 3.071 -1.770 0.957
N 2.955 -0.553 0.351
C 4.136 0.116 0.504
C 1.771 -0.033 -0.212
H 8.253 0.493 1.211
H 6.893 1.512 0.742
H 7.430 0.261 -0.322
H 6.348 -0.029 2.470
H 7.031 -1.399 1.661
H 4.956 -2.661 1.838
H 2.287 -2.514 0.971
H 4.335 1.154 0.286
H 1.195 0.327 0.641
H 1.291 -0.864 -0.728
H 1.760 0.878 -0.811
Cl 1.641 -3.237 -2.165
N -1.430 -2.005 0.961
S -0.968 -1.885 2.378
O 0.078 -2.776 2.779
O -1.740 -1.281 3.464
F -0.201 -0.544 2.111
S -2.852 -2.788 1.436
O -3.806 -1.958 2.170
O -2.814 -4.235 1.656
F -3.460 -2.711 -0.087
N -1.818 -0.757 -2.754
S -2.719 -1.518 -3.681
O -2.159 -2.319 -4.738
O -4.126 -1.160 -3.809
F -3.144 -2.655 -2.577
S -1.888 0.599 -3.837
O -2.884 1.597 -3.555
O -1.197 0.492 -5.152
F -0.705 1.385 -3.038
*
```

***

# 2
Here is C12H22ClN2O3RuV as an isolated structure from the Open Molecules 2025 dataset. Energies are from wB97M-V/def2-TZVPD.

- highest occupied orbital energy (alpha / beta) (eV) = -7.44 / -9.29
- max |F| (eV Å⁻¹) = 4.48

Structure (ORCA input):
```
! wB97M-V def2-TZVPD RIJCOSX def2/J DEFGRID3
* xyz 0 7
V 2.715 2.906 0.536
Cl 3.298 4.897 1.516
C 0.885 2.762 -0.853
C 4.541 2.816 -0.598
H 1.591 3.643 -1.005
H 0.561 2.557 -1.893
H -0.010 3.211 -0.391
H 4.418 3.681 -1.279
H 4.916 1.938 -1.151
H 5.268 3.114 0.186
Ru 1.330 0.716 -0.391
C 2.691 0.790 1.210
C 2.642 0.771 -1.730
H 3.586 1.464 1.339
H 2.274 0.636 2.213
H 3.138 -0.168 0.905
H 3.663 0.348 -1.510
H 2.605 1.605 -2.507
C -0.917 -3.559 0.692
C -2.053 -3.003 -0.120
C -2.331 -1.461 0.198
C -3.507 -0.921 -0.654
C -3.451 -1.186 -2.147
C -2.669 -1.299 1.691
O -3.681 -1.800 2.163
N -1.795 -0.597 2.495
C -0.620 0.063 2.101
O 0.115 0.599 2.912
N -0.359 -0.023 0.748
C -1.075 -0.686 -0.164
O -0.631 -0.612 -1.352
H 0.038 -3.079 0.467
H -0.829 -4.612 0.440
H -1.117 -3.495 1.762
H -1.861 -3.081 -1.210
H -3.008 -3.509 0.110
H -4.421 -1.350 -0.232
H -3.552 0.156 -0.446
H -3.806 -2.199 -2.360
H -4.107 -0.467 -2.648
H -2.429 -1.063 -2.517
H -2.044 -0.503 3.476
*
```

***

# 3
Here is a 3-piece molecular cluster, C12H22ClN4 overall from the Open Molecules 2025 dataset. Energies are from wB97M-V/def2-TZVPD.

- highest occupied orbital energy (eV) = -7.02
- max |F| (eV Å⁻¹) = 4.30

Structure (ORCA input):
```
! wB97M-V def2-TZVPD RIJCOSX def2/J DEFGRID3
* xyz 1 1
C 2.962 -2.975 8.723
C 3.366 -1.645 7.971
N 3.033 -1.608 6.549
C 3.674 -2.232 5.444
C 3.068 -1.902 4.301
N 1.930 -1.171 4.657
C 1.953 -0.924 5.998
C 1.004 -0.648 3.644
H 3.953 -3.420 8.801
H 2.420 -3.713 8.132
H 2.480 -3.048 9.698
H 4.431 -1.558 8.190
H 3.072 -0.787 8.575
H 4.545 -2.845 5.625
H 3.146 -2.086 3.240
H 1.292 -0.334 6.616
H 1.258 -1.106 2.688
H 0.967 0.441 3.657
H -0.022 -0.961 3.835
C -0.907 2.344 -3.827
C -1.782 1.144 -4.273
N -2.351 1.342 -5.646
C -1.757 1.068 -6.834
C -2.642 1.377 -7.893
N -3.683 2.112 -7.385
C -3.394 2.111 -6.009
C -4.866 2.759 -8.006
H -0.610 2.147 -2.797
H -1.568 3.209 -3.762
H -0.133 2.426 -4.590
H -2.659 1.025 -3.637
H -1.318 0.174 -4.447
H -0.751 0.678 -6.808
H -2.407 1.221 -8.936
H -4.010 2.536 -5.230
H -5.671 2.793 -7.271
H -5.233 2.191 -8.861
H -4.517 3.732 -8.352
Cl 1.726 -3.869 -1.782
*
```

***

# 4
Here is a single C12H22NO4P molecule from the Open Molecules 2025 dataset. Energies are from wB97M-V/def2-TZVPD.

- highest occupied orbital energy (eV) = -9.63
- max |F| (eV Å⁻¹) = 1.86

Structure (ORCA input):
```
! wB97M-V def2-TZVPD RIJCOSX def2/J DEFGRID3
* xyz 0 1
C 5.024 1.618 1.004
C 4.613 0.555 -0.009
C 3.277 0.855 -0.688
C 2.098 0.794 0.276
O 0.860 0.957 -0.408
P 0.186 -0.286 -1.164
O 0.968 -0.909 -2.243
O -1.125 0.379 -1.740
C -2.075 1.063 -0.921
C -3.292 0.181 -0.660
C -4.205 0.752 0.424
C -4.833 2.086 0.036
C -0.243 -1.491 0.129
C -0.750 -0.970 1.320
N -1.155 -0.489 2.283
C -0.071 -2.820 -0.091
C -0.436 -3.855 0.926
O 0.427 -3.319 -1.209
H 4.337 1.643 1.846
H 6.020 1.407 1.386
H 5.037 2.601 0.539
H 5.380 0.489 -0.783
H 4.558 -0.417 0.486
H 3.305 1.844 -1.147
H 3.097 0.126 -1.480
H 2.131 1.611 1.002
H 2.101 -0.160 0.817
H -1.611 1.360 0.023
H -2.353 1.960 -1.480
H -2.940 -0.803 -0.341
H -3.845 0.050 -1.591
H -3.631 0.868 1.345
H -4.999 0.028 0.617
H -5.360 1.998 -0.911
H -4.077 2.861 -0.059
H -5.544 2.399 0.796
H -1.188 -4.520 0.505
H -0.818 -3.398 1.834
H 0.440 -4.459 1.156
H 0.686 -2.592 -1.826
*
```

***

Looking at ΔE to the lowest compared entry with this formula, charge and spin for the records above, in order, we have 6.449; 0.000; 4.123; 0.111 eV.
Looking at molar mass for the records above, in order, we have 681.60; 429.79; 257.79; 275.28 g mol⁻¹.